Model i:
# C2H6IOP

A cluster of 2 separate species, C2H6IOP in total (wB97M-V/def2-TZVPD, the Open Molecules 2025 dataset).

Properties
M	203.947	g/mol
2S+1	1
highest occupied orbital energy	-9.149	eV
SMILES	C=C.OPI

Positions of all 11 atoms, in Å:
C 0.45 1.10 -0.29
C -0.70 0.60 0.02
H 1.35 0.52 -0.66
H 0.66 2.20 -0.28
H -0.95 -0.48 0.06
H -1.36 1.37 0.44
O 2.60 -0.55 1.56
P 3.48 -1.49 0.42
I 5.04 0.25 -0.34
H 2.00 0.01 1.04
H 4.40 -2.20 1.28

These are the Mulliken partial charges, in e, on atoms 1 to 6: -0.73, -0.36, 0.43, 0.19, 0.24, 0.22


Model ii:
# C2H6IOP

A structure of composition C2H6IOP (wB97M-V/def2-TZVPD, the Open Molecules 2025 dataset).

Properties
M	203.947	g/mol
2S+1	1
highest occupied orbital energy	-9.386	eV

Positions of all 11 atoms, in Å:
C -1.05 0.51 -0.32
C 1.56 -0.42 -0.06
O 1.33 -1.42 -0.92
P 0.68 1.05 -0.71
I 3.73 0.05 0.07
H -1.33 -0.32 -0.76
H -1.78 1.42 -0.54
H -1.31 0.37 0.83
H 1.42 -0.86 0.99
H 1.82 -2.21 -1.05
H 0.83 1.90 0.58

These are the Mulliken partial charges, in e, on atoms 1 to 6: -0.94, -0.27, -0.51, 0.05, -0.08, 0.36


Stability summary - winner: model i; margin: 24.3 kcal/mol.


Model i:
# C10H16S

A cluster of 2 separate species, C10H16S in total (wB97M-V/def2-TZVPD, the Open Molecules 2025 dataset).

Properties
M	168.305	g/mol
2S+1	1
highest occupied orbital energy	-8.454	eV
SMILES	Cc1ccccc1.CCSC

Positions of all 27 atoms, in Å:
C 0.99 2.16 0.31
C 1.01 0.89 1.11
C 0.17 0.72 2.21
C 0.21 -0.41 3.00
C 1.12 -1.43 2.68
C 1.93 -1.28 1.57
C 1.93 -0.12 0.82
H 1.82 2.15 -0.40
H 1.04 3.01 0.95
H 0.16 2.18 -0.40
H -0.50 1.53 2.45
H -0.38 -0.55 3.89
H 0.95 -2.41 3.11
H 2.64 -2.07 1.35
H 2.46 -0.02 -0.12
C -0.93 -2.09 -2.28
C -0.31 -0.79 -1.77
S -1.21 0.69 -2.34
C -2.43 0.80 -0.98
H -2.00 -1.97 -2.44
H -0.78 -2.93 -1.58
H -0.41 -2.46 -3.17
H -0.30 -0.74 -0.69
H 0.71 -0.69 -2.14
H -3.38 1.06 -1.42
H -2.51 -0.23 -0.66
H -2.15 1.46 -0.16

These are the Mulliken partial charges, in e, on atoms 1 to 6: -1.42, 0.76, -0.32, -0.50, -0.54, -0.48


Model ii:
# C10H16S

A cluster of 2 separate species, C10H16S in total (wB97M-V/def2-TZVPD, the Open Molecules 2025 dataset).

Properties
M	168.305	g/mol
2S+1	1
highest occupied orbital energy	-8.424	eV
SMILES	Cc1ccccc1.CCSC

Positions of all 27 atoms, in Å:
C -1.56 -2.89 0.04
C -2.10 -1.49 0.31
C -2.39 -0.60 -0.72
C -2.46 0.76 -0.44
C -2.23 1.21 0.86
C -2.16 0.31 1.92
C -2.06 -1.05 1.63
H -2.50 -3.49 -0.05
H -0.79 -3.35 0.70
H -0.93 -2.88 -0.87
H -2.64 -0.86 -1.74
H -2.41 1.39 -1.33
H -2.41 2.26 0.99
H -2.26 0.60 2.96
H -1.86 -1.85 2.33
C 2.62 1.41 -2.49
C 2.21 0.59 -1.18
S 2.34 1.88 0.13
C 2.82 0.98 1.72
H 2.33 0.66 -3.32
H 3.65 1.72 -2.40
H 1.87 2.21 -2.59
H 1.25 0.11 -1.36
H 2.92 -0.23 -1.10
H 3.86 0.68 1.71
H 2.70 1.82 2.43
H 2.21 0.09 1.86

These are the Mulliken partial charges, in e, on atoms 1 to 6: -1.34, 0.67, -0.40, -0.44, -0.56, -0.50


Stability summary - winner: model i; margin: 24.6 kcal/mol.


Model i:
# C2H5ClN2O2

A structure of composition C2H5ClN2O2 (wB97M-V/def2-TZVPD, the Open Molecules 2025 dataset).

Properties
M	124.527	g/mol
2S+1	1
highest occupied orbital energy (alpha / beta)	-9.415 / -9.460	eV

Positions of all 12 atoms, in Å:
C 1.89 -0.05 -0.43
C 0.80 0.54 0.52
N -0.25 1.09 -0.23
N -2.81 -0.89 -0.08
O -2.24 -1.72 -0.72
O -3.91 -0.79 0.24
Cl -1.76 1.08 0.39
H 1.83 -1.17 -0.70
H 1.84 0.68 -1.19
H 2.84 0.04 -0.04
H 0.63 -0.27 1.22
H 1.15 1.45 1.04

These are the Mulliken partial charges, in e, on atoms 1 to 6: -1.11, -0.12, -0.29, 0.78, -0.44, -0.46


Model ii:
# C2H5ClN2O2

The molecule C2H5ClN2O2 (wB97M-V/def2-TZVPD, the Open Molecules 2025 dataset).

Properties
M	124.527	g/mol
2S+1	1
highest occupied orbital energy	-9.408	eV
SMILES	O/N=C(/CCl)NO

Positions of all 12 atoms, in Å:
O -2.50 -0.87 -0.30
N -1.16 -1.23 -0.10
C -0.27 -0.31 0.20
C 1.14 -0.87 0.48
Cl 2.37 0.18 -0.32
N -0.46 1.02 0.59
O -1.67 1.53 -0.06
H -2.54 0.08 -0.12
H 1.17 -1.86 0.06
H 1.53 -0.99 1.57
H 0.42 1.55 0.38
H -1.41 1.49 -0.97

These are the Mulliken partial charges, in e, on atoms 1 to 6: -0.38, -0.36, 0.34, -0.37, -0.23, -0.21


Stability summary - winner: model ii; margin: 75.4 kcal/mol.


Model i:
# C2H2NO3

The ion C2H2NO3 with charge -1 (wB97M-V/def2-TZVPD, the Open Molecules 2025 dataset).

Properties
M	88.042	g/mol
2S+1	1
charge	-1
highest occupied orbital energy	-4.560	eV
SMILES	O=CNC(=O)[O-]

Positions of all 8 atoms, in Å:
O 1.25 -0.28 -1.69
C 1.10 0.64 -0.91
N 0.24 0.84 0.09
C -0.73 -0.23 0.74
O -1.82 -0.31 0.17
O -0.20 -0.82 1.68
H 1.81 1.49 -1.08
H 0.29 1.69 0.62

These are the Mulliken partial charges, in e, on atoms 1 to 6: -0.60, 0.02, -0.10, 0.48, -0.65, -0.65


Model ii:
# C2H2NO3

A cluster of 2 separate species, C2H2NO3 in total (wB97M-V/def2-TZVPD, the Open Molecules 2025 dataset).

Properties
M	88.042	g/mol
2S+1	1
charge	-1
highest occupied orbital energy (alpha / beta)	-4.134 / -4.134	eV

Positions of all 8 atoms, in Å:
C 2.34 0.06 0.82
C 0.77 0.32 0.61
N -0.28 -0.36 1.24
O 2.92 -0.49 -0.09
O 2.67 0.46 1.94
O -0.05 1.06 1.36
H 0.55 0.64 -1.32
H -1.08 -0.51 0.62

These are the Mulliken partial charges, in e, on atoms 1 to 6: 0.47, 0.11, -0.41, -0.65, -0.65, -0.24


Stability summary - winner: model i; margin: 140.1 kcal/mol.


Model i:
# C6H12NS

The ion C6H12NS with charge +1 (wB97M-V/def2-TZVPD, the Open Molecules 2025 dataset).

Properties
M	130.236	g/mol
2S+1	1
charge	+1
highest occupied orbital energy	-13.504	eV
SMILES	[NH3+]C1(C2(S)CC2)CC1

Positions of all 20 atoms, in Å:
N 0.29 -1.84 0.73
C 0.34 -0.56 -0.13
C -0.82 0.29 -0.02
S -2.42 -0.75 -0.37
C -0.79 1.53 0.84
C -0.84 1.63 -0.68
C 1.28 -0.63 -1.25
C 1.70 0.09 0.03
H -0.81 -2.10 0.61
H 0.47 -1.87 1.74
H 0.73 -2.68 0.36
H -3.22 -0.39 0.65
H 0.08 1.80 1.36
H -1.68 1.96 1.44
H -1.86 2.13 -0.99
H 0.03 2.08 -1.21
H 1.20 0.07 -2.02
H 1.92 -1.54 -1.37
H 2.58 -0.39 0.45
H 1.82 1.20 -0.16

These are the Mulliken partial charges, in e, on atoms 1 to 6: -0.18, 0.47, 0.37, -0.26, -0.57, -0.68


Model ii:
# C6H12NS

The ion C6H12NS with charge +1 (wB97M-V/def2-TZVPD, the Open Molecules 2025 dataset).

Properties
M	130.236	g/mol
2S+1	1
charge	+1
highest occupied orbital energy	-13.536	eV
SMILES	C[C@H]1[C@@H]2CC[NH2+][C@]12S

Positions of all 20 atoms, in Å:
C -0.32 -0.40 -2.45
C -0.51 0.12 -1.08
C -0.72 -0.85 0.10
C -1.29 -0.27 1.39
C 0.02 0.41 2.09
N 0.66 0.98 0.97
C 0.74 0.09 -0.21
S 2.23 -0.82 -0.34
H 0.10 -1.42 -2.26
H 0.54 0.20 -3.01
H -1.28 -0.44 -3.07
H -1.10 1.00 -0.99
H -0.64 -1.84 -0.28
H -1.64 -1.12 2.07
H -1.93 0.58 1.21
H -0.04 1.06 2.88
H 0.72 -0.39 2.38
H 0.18 1.77 0.66
H 1.55 1.28 1.37
H 2.75 0.06 -1.41

These are the Mulliken partial charges, in e, on atoms 1 to 6: -1.25, 0.06, -0.19, -0.82, -0.71, -0.03


Stability summary - winner: model ii; margin: 11.4 kcal/mol.


Model i:
# C5H11NOS

The molecule C5H11NOS (wB97M-V/def2-TZVPD, the Open Molecules 2025 dataset).

Properties
M	133.216	g/mol
2S+1	1
highest occupied orbital energy	-8.746	eV
SMILES	OC[C@]1(S)CCNC1

Positions of all 19 atoms, in Å:
O -0.63 0.07 -2.08
C -0.57 -1.01 -1.29
C -0.11 -0.41 0.22
S 0.29 -1.84 1.32
C -1.09 0.89 0.67
C -0.41 2.05 0.15
N 0.80 1.62 -0.52
C 1.25 0.34 0.16
H 0.02 0.85 -1.92
H 0.10 -1.97 -1.60
H -1.70 -1.29 -1.07
H 1.37 -1.15 2.06
H -2.09 0.62 0.46
H -1.20 1.09 1.88
H 0.00 2.94 0.64
H -1.01 2.57 -0.67
H 1.35 2.40 -0.74
H 1.65 0.67 1.23
H 1.87 -0.29 -0.63

These are the Mulliken partial charges, in e, on atoms 1 to 6: -0.55, -0.49, 0.49, -0.22, -0.65, -0.56


Model ii:
# C5H11NOS

A cluster of 2 separate species, C5H11NOS in total (wB97M-V/def2-TZVPD, the Open Molecules 2025 dataset).

Properties
M	133.216	g/mol
2S+1	1
highest occupied orbital energy	-7.882	eV

Positions of all 19 atoms, in Å:
C -1.41 3.09 0.41
C 0.36 -0.53 -1.70
C -0.49 -2.34 -0.10
C 0.33 0.02 2.41
C 0.15 -0.95 -0.23
N -0.78 -0.11 0.40
O -0.69 0.20 1.66
S -0.09 3.47 1.27
H -1.31 2.99 -0.74
H 1.43 -0.18 -1.70
H 0.18 -1.36 -2.44
H -0.32 0.36 -1.96
H -1.54 -2.18 0.08
H -0.08 -2.86 0.80
H -0.22 -3.00 -0.97
H 1.18 -0.45 1.96
H 0.17 0.26 3.44
H -2.22 2.77 0.89
H 1.19 -1.13 0.27

These are the Mulliken partial charges, in e, on atoms 1 to 6: -0.32, -1.09, -1.36, -0.32, 0.84, -0.57


Model iii:
# C5H11NOS

The molecule C5H11NOS (wB97M-V/def2-TZVPD, the Open Molecules 2025 dataset).

Properties
M	133.216	g/mol
2S+1	1
highest occupied orbital energy	-8.850	eV
SMILES	C[C@@H](O)[C@@H](C)/C=N\S

Positions of all 19 atoms, in Å:
C -1.26 1.15 1.05
C 0.02 1.08 0.08
O 1.31 1.16 0.81
C -0.12 -0.26 -0.66
C 0.88 -0.39 -1.85
C -0.59 -1.70 -0.01
N -0.07 -2.42 0.82
S 1.04 -1.87 2.09
H -1.51 0.12 1.72
H -1.96 0.87 0.02
H -1.58 2.11 1.54
H 0.06 1.93 -0.71
H 1.45 2.05 1.20
H -1.10 -0.09 -1.20
H 2.01 -0.48 -1.22
H 0.76 0.60 -2.49
H 0.67 -1.44 -2.31
H -1.42 -1.89 -0.58
H 1.40 -0.54 1.70

These are the Mulliken partial charges, in e, on atoms 1 to 6: -0.78, 0.19, -0.51, -0.08, -1.22, -0.13


Model iv:
# C5H11NOS

A cluster of 2 separate species, C5H11NOS in total (wB97M-V/def2-TZVPD, the Open Molecules 2025 dataset).

Properties
M	133.216	g/mol
2S+1	1
highest occupied orbital energy	-8.261	eV
SMILES	C#CN(C)C.CSO

Positions of all 19 atoms, in Å:
C -0.08 2.75 0.99
C -0.47 1.67 0.69
N -0.98 0.48 0.21
C -1.85 0.69 -0.87
C -1.04 -0.63 1.08
H 0.08 3.60 1.52
H -2.87 0.30 -0.80
H -1.90 1.72 -1.01
H -1.53 0.22 -1.89
H -0.21 -0.51 1.73
H -2.01 -0.59 1.70
H -0.96 -1.57 0.52
C 2.86 -1.10 -0.07
S 2.27 0.63 0.06
O 2.02 0.87 -1.56
H 2.60 -1.83 0.66
H 3.88 -1.16 -0.44
H 2.16 -1.33 -0.82
H 1.20 0.59 -1.97

These are the Mulliken partial charges, in e, on atoms 1 to 6: -0.34, -0.37, 0.30, -1.01, -0.95, 0.52


Stability summary - winner: model i; margin: 19.2 kcal/mol.